Entry 1:
Below is C68H84AsHgN12OSe as an isolated structure, with properties calculated with ωB97M-V/def2-TZVPD.

Results
frontier orbital gap (alpha / beta): 6.77 / 5.63 eV
E_LUMO (alpha / beta): 0.25 / -0.89 eV
F_max: 0.50 eV/Å
multiplicity: 2
HOMO level (alpha / beta): -6.52 / -6.52 eV
energy above the lowest of the compared OMol25 structures with the same formula, charge and spin: 0.0 kJ/mol

Element x y z (Å)
Hg -0.985202 0.212405 -0.037601
C 1.617265 -0.904553 3.052294
C 1.034799 -2.188951 2.422743
N 1.355716 -2.368135 1.020228
C 2.766773 -2.358907 0.680390
C 2.994755 -1.548319 -0.610134
N 2.227956 -0.318772 -0.630533
C 2.754267 0.855714 0.027623
C 2.788377 0.742068 1.559418
N 1.563518 0.212738 2.124886
H 2.648299 -1.065316 3.385086
H 1.043275 -0.680664 3.957701
H -0.057154 -2.140314 2.489734
H 1.346068 -3.064880 3.004183
H 0.937964 -1.587104 0.519023
H 3.136401 -3.377804 0.505031
H 3.384920 -1.959420 1.494230
H 2.651077 -2.146956 -1.457038
H 4.075525 -1.381855 -0.736554
H 1.881732 -0.101336 -1.552624
H 2.094736 1.685223 -0.242751
H 3.771382 1.115018 -0.312793
H 3.033905 1.734563 1.956908
H 3.613930 0.089341 1.853238
H 0.912598 0.928036 2.400003
C 5.456684 11.925062 -6.667560
O 5.284689 10.623639 -7.204473
C 4.636372 9.707886 -6.443979
C 4.360087 9.875085 -5.093360
C 3.707326 8.859304 -4.402210
C 3.331541 7.683418 -5.030815
C 3.628893 7.528491 -6.385917
C 4.272459 8.525046 -7.085621
C 2.632804 6.596925 -4.324105
N 2.375162 5.413993 -4.825707
C 1.714284 4.738702 -3.822299
C 1.572231 5.520907 -2.714175
N 2.166400 6.719316 -3.043214
C 0.922922 5.088506 -1.510242
C 0.791381 5.851202 -0.342148
C 0.171098 5.306421 0.753075
C -0.303916 3.990588 0.662723
N -0.190386 3.257696 -0.426176
C 0.400768 3.784864 -1.510274
C 0.517898 2.931698 -2.709791
N -0.041096 1.709555 -2.654945
C 0.081598 0.914395 -3.697344
C 0.757679 1.282101 -4.872105
C 1.305376 2.537515 -4.948912
C 1.188219 3.397073 -3.848348
H 5.763580 12.557824 -7.494730
H 6.235565 11.934197 -5.901407
H 4.524952 12.305088 -6.244432
H 4.661771 10.769948 -4.569355
H 3.524190 9.004034 -3.343542
H 3.343369 6.607232 -6.876467
H 4.509179 8.409815 -8.135084
H 2.231208 7.538078 -2.465480
H 1.184317 6.860982 -0.301910
H 0.052690 5.864061 1.672971
H -0.791978 3.516126 1.513366
H -0.367288 -0.069921 -3.595985
H 0.839509 0.579286 -5.691693
H 1.832823 2.880510 -5.830488
C -3.328991 2.117412 -3.355082
N -3.518270 0.688690 -3.553659
C -3.331900 0.122249 -4.879439
C -3.733790 -0.102141 -2.509873
N -3.890094 -0.797024 -1.599703
H -4.128248 2.691110 -3.830568
H -2.368242 2.423114 -3.776584
H -3.320158 2.330714 -2.287705
H -4.068484 0.525937 -5.577905
H -3.448409 -0.957494 -4.827336
H -2.332224 0.353535 -5.252399
C 1.145895 -5.872450 -4.868840
C 0.878147 -6.596678 -3.553118
C 1.999507 -6.424557 -2.531089
C 2.088783 -5.013601 -1.958670
N 0.984626 -4.722146 -1.055773
C -0.078520 -3.914428 -1.324194
Se -0.328922 -2.876562 -2.825293
N -0.899893 -3.977801 -0.249019
C -2.208019 -3.322235 -0.164195
C -3.269717 -4.064849 -0.964978
C -3.563979 -5.481894 -0.474728
C -4.321137 -5.527177 0.850397
C -0.327207 -4.768319 0.740524
C -0.729291 -5.080028 2.027420
C 0.117093 -5.885584 2.781293
C 1.321514 -6.362249 2.259023
C 1.718424 -6.047635 0.964082
C 0.870300 -5.244126 0.223094
H 0.392090 -6.124367 -5.616604
H 2.123041 -6.149151 -5.275897
H 1.118447 -4.789605 -4.736057
H 0.737672 -7.663696 -3.742703
H -0.060219 -6.232632 -3.122059
H 2.962092 -6.668253 -2.992220
H 1.859929 -7.129410 -1.707019
H 2.045961 -4.259319 -2.743566
H 3.019518 -4.873411 -1.406025
H -2.102786 -2.300242 -0.518408
H -2.464280 -3.279292 0.896087
H -2.939064 -4.081932 -2.006486
H -4.178161 -3.455898 -0.941125
H -2.627345 -6.043014 -0.389057
H -4.153818 -6.001127 -1.233978
H -3.737744 -5.110784 1.673133
H -4.582405 -6.549116 1.130265
H -5.248133 -4.952131 0.784292
H -1.650153 -4.698303 2.445292
H -0.163289 -6.143671 3.794261
H 1.958905 -6.984836 2.873067
H 2.656081 -6.407018 0.559947
C -5.406058 -0.050147 8.483623
C -5.015476 -0.044859 7.029233
C -5.768177 0.628429 6.082636
C -5.397310 0.681532 4.739016
C -6.313062 1.425329 3.796245
C -4.231275 0.025147 4.325014
As -3.321379 0.139653 2.563624
N -2.257732 1.584502 2.776725
C -1.996150 2.306190 3.919268
C -0.662163 2.519831 4.308183
C -0.359564 3.293358 5.414706
C -1.371424 3.913571 6.141252
C -2.691793 3.734221 5.750456
C -3.007815 2.927138 4.667657
C -4.683629 0.647516 1.266363
C -4.703605 1.847447 0.551090
C -3.657979 2.927462 0.679985
C -5.753643 2.055392 -0.342840
C -6.746859 1.112314 -0.558817
C -7.858777 1.356668 -1.544673
C -6.674598 -0.084487 0.140817
C -5.653050 -0.340508 1.042682
C -5.614726 -1.679374 1.736483
C -3.471050 -0.693503 5.271194
C -2.214264 -1.459373 4.909270
C -3.874049 -0.710339 6.599913
H -6.376933 0.421216 8.634812
H -4.672840 0.493002 9.083557
H -5.457879 -1.066982 8.876625
H -6.669665 1.148000 6.393628
H -6.957431 2.104399 4.355595
H -6.956857 0.729378 3.252564
H -5.778063 2.000698 3.042282
H 0.125433 2.044948 3.737688
H 0.675126 3.419691 5.707616
H -1.131764 4.532988 6.995588
H -3.490470 4.215077 6.301877
H -4.037738 2.794089 4.370775
H -2.650450 2.537017 0.536360
H -3.681449 3.400974 1.666786
H -3.839676 3.703014 -0.066066
H -5.783477 2.989666 -0.896351
H -7.804811 2.362994 -1.960162
H -8.836804 1.237407 -1.074848
H -7.807644 0.646544 -2.373057
H -7.421591 -0.852863 -0.033726
H -6.419374 -2.318753 1.376060
H -5.717316 -1.586125 2.820616
H -4.670279 -2.194739 1.540693
H -2.360789 -2.092755 4.033588
H -1.911846 -2.094530 5.741893
H -1.376396 -0.796759 4.679075
H -3.278844 -1.263814 7.319900

Forces on atoms 1 to 3 (eV/Å):
-0.06 -0.09 -0.09
-0.04 0.05 -0.07
0.04 -0.02 -0.01

Entry 2:
Below is a 21-piece molecular cluster, C69H174N6O21 overall, with properties calculated with ωB97M-V/def2-TZVPD.

Results
frontier orbital gap: 8.78 eV
E_LUMO: 0.21 eV
F_max: 3.35 eV/Å
multiplicity: 1
HOMO level: -8.57 eV

Element x y z (Å)
C 20.518278 -19.540881 -4.008380
C 19.571921 -20.268524 -3.048392
C 19.473241 -19.448297 -1.747156
C 18.367164 -20.028778 -0.847939
C 17.063110 -20.082376 -1.632863
C 17.143537 -20.823515 -2.962354
N 18.234773 -20.186810 -3.721014
O 18.337342 -20.798626 -5.004047
C 17.298727 -22.359500 -2.839924
C 15.827140 -20.498700 -3.675012
C 20.196905 -21.656421 -2.799821
H 20.099476 -18.582976 -4.332957
H 20.729645 -19.999181 -4.954738
H 21.470045 -19.285504 -3.460475
H 20.469781 -19.361848 -1.279246
H 19.270206 -18.419103 -2.055957
H 18.258714 -19.424534 0.093253
H 18.692189 -21.034467 -0.580936
H 16.755617 -19.063398 -1.842272
H 16.319754 -20.438940 -0.936204
H 17.523401 -22.805495 -3.798765
H 17.936556 -22.692386 -2.050159
H 16.264457 -22.779858 -2.665123
H 15.789496 -20.967250 -4.636237
H 14.934214 -20.842387 -3.139513
H 15.759560 -19.404726 -3.817627
H 19.860230 -22.111946 -1.890625
H 21.241486 -21.461822 -2.553366
H 20.188171 -22.226454 -3.727743
H 17.754703 -20.197104 -5.519811
C 19.195097 -30.678330 -15.054204
C 18.756325 -29.391467 -15.703459
C 17.663735 -29.650378 -16.801884
C 16.257424 -30.028536 -16.197347
C 15.749099 -28.944650 -15.292569
C 16.757799 -28.721235 -14.212312
N 18.055879 -28.393459 -14.853454
O 18.993657 -28.063766 -13.806386
C 16.263195 -27.554676 -13.401992
C 16.790487 -29.852052 -13.174336
C 19.987092 -28.777130 -16.335530
H 19.690862 -31.334209 -15.773429
H 18.344471 -31.217468 -14.670742
H 19.865937 -30.524796 -14.206320
H 17.660610 -28.743338 -17.484822
H 18.017084 -30.522042 -17.404835
H 16.470402 -30.931665 -15.604773
H 15.594529 -30.258738 -17.020770
H 14.793080 -29.225126 -14.874275
H 15.568687 -28.007336 -15.776577
H 15.168428 -27.667185 -13.229424
H 16.718867 -27.493699 -12.438860
H 16.443491 -26.703251 -13.986899
H 16.860265 -30.858139 -13.562790
H 17.636344 -29.774641 -12.513945
H 15.813580 -29.741818 -12.643065
H 20.711082 -28.569853 -15.558331
H 19.574666 -27.887316 -16.856514
H 20.398980 -29.503204 -17.080091
H 19.083394 -27.089237 -13.932383
C 11.677425 -20.889544 -5.296349
C 11.637234 -22.320289 -4.762661
C 12.595029 -23.276137 -5.511537
C 12.767870 -24.636283 -4.817025
C 13.217587 -24.350710 -3.407395
C 12.275114 -23.504184 -2.521453
N 12.175424 -22.246250 -3.347504
O 11.208790 -21.424129 -2.632816
C 10.984494 -24.220849 -2.238050
C 13.061059 -23.134034 -1.281986
C 10.189841 -22.829013 -4.997336
H 10.733906 -20.398785 -5.225681
H 11.896081 -20.956813 -6.362798
H 12.449729 -20.296347 -4.798022
H 12.189649 -23.479890 -6.510813
H 13.519063 -22.766189 -5.654673
H 13.550324 -25.242517 -5.351744
H 11.870571 -25.221157 -4.885388
H 14.111146 -23.711274 -3.461385
H 13.447732 -25.293043 -2.865167
H 11.161166 -24.744273 -1.307918
H 10.160810 -23.494460 -2.273589
H 10.745489 -24.952271 -3.032212
H 13.273527 -24.107130 -0.836675
H 13.938560 -22.544474 -1.528414
H 12.428582 -22.443803 -0.736299
H 9.907962 -22.514645 -6.010342
H 9.639588 -22.317526 -4.258422
H 10.110029 -23.915160 -4.921185
H 11.690526 -20.626065 -2.540390
C 10.103121 -16.870644 -9.283389
C 10.970256 -16.914527 -7.990146
C 12.050694 -18.040841 -8.234816
C 13.129441 -17.553364 -9.210812
C 13.822787 -16.372316 -8.505343
C 12.881648 -15.158881 -8.349069
N 11.679103 -15.686851 -7.707533
O 10.747663 -14.627603 -7.540578
C 13.445848 -14.130074 -7.434081
C 12.601288 -14.433585 -9.732724
C 10.066275 -17.153689 -6.785444
H 9.347146 -16.079161 -9.224873
H 9.507007 -17.804728 -9.467841
H 10.774823 -16.778689 -10.118491
H 12.515028 -18.294594 -7.242338
H 11.627046 -18.933247 -8.670450
H 12.723798 -17.379912 -10.220059
H 13.914358 -18.308195 -9.343226
H 14.749247 -16.107939 -9.066909
H 14.144571 -16.679849 -7.540878
H 12.746782 -13.302566 -7.379473
H 13.595525 -14.546133 -6.430825
H 14.387954 -13.749781 -7.753758
H 12.093162 -15.080399 -10.463499
H 11.993836 -13.566272 -9.524892
H 13.614858 -14.119296 -10.135571
H 9.555001 -18.164826 -6.779653
H 9.309685 -16.365395 -6.730422
H 10.766539 -17.038784 -5.914059
H 10.355902 -14.544505 -8.437421
C 16.036164 -18.007820 -11.450927
C 16.923563 -16.945225 -12.187640
C 18.402870 -17.361918 -12.168244
C 19.215218 -16.492129 -13.009359
C 18.619229 -16.492363 -14.456318
C 17.257698 -15.983835 -14.532765
N 16.516592 -16.862884 -13.601385
O 15.145323 -16.509304 -13.619532
C 17.292876 -14.421079 -14.336767
C 16.709566 -16.244468 -15.914626
C 16.769452 -15.639479 -11.355181
H 14.995219 -17.719448 -11.296131
H 16.607370 -18.288029 -10.587856
H 16.011316 -18.845625 -12.203359
H 18.748588 -17.417865 -11.135956
H 18.505780 -18.387998 -12.567987
H 20.219309 -16.869346 -13.073726
H 19.373892 -15.446229 -12.613977
H 18.677709 -17.572021 -14.728674
H 19.210042 -15.886410 -15.059394
H 16.304517 -14.034376 -14.130935
H 17.963514 -14.125281 -13.514793
H 17.576157 -13.931802 -15.267832
H 15.690656 -15.789529 -16.016722
H 17.370364 -15.736128 -16.585755
H 16.713407 -17.316153 -16.098788
H 16.689816 -15.817212 -10.290431
H 15.848867 -15.208582 -11.745800
H 17.515177 -14.879316 -11.550628
H 15.098767 -15.569690 -13.469857
C 15.292846 -21.473565 -11.323162
C 16.304580 -22.505997 -10.774747
C 17.711883 -21.895793 -10.710931
C 17.887327 -20.987923 -9.511066
C 17.583911 -21.776822 -8.192709
C 16.101499 -22.330143 -8.217170
N 16.012470 -23.114401 -9.437158
O 14.720303 -23.622110 -9.525934
C 15.931065 -23.332663 -7.095266
C 15.033045 -21.181183 -8.073653
C 16.252721 -23.688058 -11.789770
H 15.557265 -21.235638 -12.351329
H 15.191028 -20.580402 -10.651071
H 14.304738 -21.873733 -11.326774
H 18.495167 -22.652306 -10.618418
H 17.873375 -21.430978 -11.705654
H 17.183901 -20.086821 -9.689215
H 18.878297 -20.562551 -9.386670
H 17.706533 -21.135639 -7.316808
H 18.306113 -22.594866 -8.122378
H 15.027669 -23.936794 -7.161339
H 16.811517 -24.000630 -7.085971
H 15.855600 -22.798939 -6.150210
H 15.028541 -20.826852 -7.060671
H 15.274948 -20.321553 -8.689666
H 14.035708 -21.527102 -8.342185
H 15.385325 -24.299903 -11.705211
H 17.169124 -24.287670 -11.635521
H 16.302023 -23.247873 -12.791891
H 14.875714 -24.544315 -9.217782
C 21.476016 -22.398061 -11.331006
O 20.847687 -23.019792 -12.407309
H 20.963573 -22.490345 -10.393679
H 22.529617 -22.765935 -11.251076
H 21.538042 -21.363318 -11.617380
H 20.361175 -22.343200 -12.915997
C 21.615035 -22.678189 -5.970522
O 20.231444 -22.727484 -6.146777
H 21.962628 -21.982414 -5.199084
H 21.903599 -23.658994 -5.709206
H 22.216971 -22.479515 -6.838546
H 19.678071 -22.021884 -5.859485
C 18.471441 -26.048265 -7.671841
O 17.747876 -25.669714 -8.855688
H 19.158943 -26.915304 -7.909989
H 19.085781 -25.178786 -7.379613
H 17.765628 -26.318305 -6.855598
H 17.537920 -24.720119 -8.906550
C 11.628496 -20.043892 -12.656083
O 12.139203 -20.807248 -13.751057
H 12.060476 -20.289011 -11.661277
H 11.883355 -19.008897 -12.725569
H 10.517508 -20.090321 -12.752063
H 13.041254 -20.415202 -13.846418
C 14.933544 -22.627010 -15.341441
O 16.162281 -21.989829 -15.096701
H 14.613403 -22.521086 -16.409634
H 14.988828 -23.731893 -15.184762
H 14.077247 -22.324534 -14.685254
H 16.888171 -22.657950 -14.977766
C 14.527731 -19.378129 -16.122749
O 14.427892 -19.265409 -14.719045
H 13.898204 -18.618840 -16.616273
H 15.571607 -19.286524 -16.392829
H 14.234753 -20.352224 -16.431069
H 14.745770 -18.441579 -14.331439
C 21.023144 -18.633250 -9.279615
O 22.392694 -18.598775 -9.151449
H 20.826839 -18.792271 -10.340148
H 20.624484 -19.504918 -8.735886
H 20.535290 -17.730949 -8.943234
H 22.661809 -18.105120 -8.364770
C 19.945653 -26.164286 -11.392851
O 19.420816 -25.396246 -12.442780
H 20.117870 -25.583349 -10.472586
H 19.183032 -26.939101 -11.260543
H 20.900655 -26.525440 -11.681761
H 19.862959 -24.543066 -12.393956
C 18.724131 -20.314469 -14.390908
O 19.974550 -20.522660 -13.729327
H 18.611998 -20.931538 -15.308456
H 17.922730 -20.503879 -13.677805
H 18.519958 -19.271813 -14.637804
H 20.671908 -20.261351 -14.342263
C 11.358736 -22.338119 -9.855503
O 11.007837 -21.130163 -9.248575
H 10.478267 -23.034822 -9.955241
H 11.912358 -22.125376 -10.758844
H 12.059262 -22.850894 -9.206577
H 10.579290 -20.535773 -9.902416
C 11.879076 -26.126343 -8.923138
O 12.716437 -26.741417 -7.907011
H 12.357957 -25.290051 -9.408555
H 11.714369 -26.846656 -9.709267
H 10.955602 -25.812394 -8.441613
H 13.547140 -27.048384 -8.298528
C 15.758027 -27.960386 -9.650832
O 15.361019 -27.025205 -8.677385
H 16.612682 -28.618493 -9.384295
H 14.886500 -28.656391 -9.826148
H 15.898038 -27.513918 -10.633016
H 16.116598 -26.433665 -8.620296
C 19.009305 -24.661152 -15.345538
O 18.248012 -23.807759 -14.409111
H 19.244315 -23.909353 -16.121874
H 19.930003 -24.994422 -14.848144
H 18.467582 -25.535721 -15.688809
H 18.295922 -24.227241 -13.519398
C 16.407424 -17.855739 -6.742430
O 17.427018 -18.603033 -6.016493
H 16.398330 -18.179233 -7.791602
H 15.432199 -18.085462 -6.339017
H 16.576338 -16.759834 -6.650132
H 17.421787 -18.390152 -5.089581
C 12.782201 -24.470104 -12.524436
O 11.337766 -24.412466 -12.527898
H 13.206953 -23.920459 -13.368478
H 13.183813 -24.022795 -11.582313
H 13.052905 -25.511874 -12.597428
H 11.071650 -23.726442 -11.896507

Forces on atoms 1 to 3 (eV/Å):
0.84 1.55 0.85
0.44 0.53 -0.88
0.00 0.09 -0.29

no.,M (g/mol),DFT total energy (eV)
1,1440.0,-222168.87544
2,1424.2,-126300.01276